[1]
Density functional theory data (the ωB97M-V functional and the def2-TZVPD basis) for C42H51N3O5PRuSiTe as an isolated structure.

Properties
net charge: +2
HOMO-LUMO gap (alpha / beta): 6.7 / 6.3 eV
<S²>: 0.764
multiplicity: 2

```
105
Properties=species:S:1:pos:R:3:forces:R:3:lowdin_charge:R:1
Ru 0.07118 -0.88916 0.40592 -0.16 0.21 0.19 0.91
C -0.03887 -3.63245 1.28884 0.08 -0.02 0.06 -0.09
C 1.31409 -3.61279 1.01112 -0.07 0.13 0.02 -0.04
C 2.09987 -2.55348 1.49198 0.00 -0.04 -0.17 -0.03
C 1.55010 -1.60099 2.33449 0.00 -0.06 0.16 -0.09
C 0.16804 -1.61833 2.63824 0.37 -0.08 -0.16 -0.16
C -0.63248 -2.60080 2.05103 -0.09 -0.07 -0.03 -0.14
H -0.64947 -4.44236 0.91124 0.04 0.03 0.03 0.11
H 1.75543 -4.38166 0.39536 0.00 0.00 0.02 0.12
H 3.14508 -2.50168 1.21797 0.02 0.00 0.07 0.13
H 2.18122 -0.83254 2.75778 -0.08 0.00 0.09 0.09
H -0.23216 -0.86771 3.30383 -0.06 -0.04 0.02 0.11
H -1.69055 -2.64748 2.27836 0.02 -0.01 0.03 0.11
C -2.15213 -5.31351 -1.56153 0.00 -0.03 0.00 -0.05
C -2.62342 -4.00391 -0.98376 0.04 0.03 0.02 -0.25
O -2.01108 -2.86287 -1.63665 -0.09 0.17 0.07 -0.26
P -0.55625 -2.23351 -1.48525 0.04 -0.08 -0.19 0.67
O -0.49710 -1.37926 -2.81561 -0.04 0.09 0.06 -0.26
C -1.52548 -1.08230 -3.80483 0.05 -0.06 -0.02 -0.24
C -1.13458 -1.65731 -5.14239 0.00 -0.02 -0.01 -0.05
O 0.48646 -3.39441 -1.67872 -0.21 -0.29 -0.04 -0.30
C 0.80376 -4.00025 -2.97256 0.06 0.19 0.01 -0.23
C 1.54766 -5.28822 -2.74103 0.05 0.00 -0.01 -0.05
H -2.67321 -6.13179 -1.06353 -0.02 0.00 -0.01 0.10
H -1.08296 -5.44877 -1.41129 0.02 -0.03 0.01 0.06
H -2.37374 -5.37219 -2.62680 0.01 0.01 0.00 0.10
H -2.43659 -3.94766 0.09132 -0.06 0.04 -0.07 0.09
H -3.68991 -3.86206 -1.15015 -0.01 -0.03 0.02 0.13
H -1.58620 0.00549 -3.84281 0.01 0.00 -0.01 0.12
H -2.47594 -1.48385 -3.46043 -0.02 0.00 0.00 0.11
H -0.13293 -1.33733 -5.42882 0.00 0.00 0.00 0.09
H -1.83280 -1.30940 -5.90420 -0.01 0.01 0.01 0.09
H -1.16933 -2.74586 -5.13201 0.02 -0.01 0.00 0.08
H 1.42571 -3.27731 -3.49837 -0.02 0.00 -0.03 0.12
H -0.12203 -4.14953 -3.52774 -0.02 -0.05 0.00 0.11
H 2.41652 -5.12062 -2.10486 0.00 0.01 0.00 0.09
H 1.90960 -5.66243 -3.69902 -0.02 -0.01 0.00 0.10
H 0.91900 -6.05908 -2.29864 -0.02 0.00 0.05 0.08
C 1.61828 3.11356 -3.19506 0.05 0.07 0.03 0.01
N 1.51540 1.83176 -2.52691 -0.09 -0.10 -0.08 -0.05
C 2.33134 0.68963 -2.89898 0.08 0.00 0.09 0.01
C 1.95478 -0.32131 -1.83711 0.03 0.07 0.01 -0.48
O 2.40504 -1.42760 -1.67209 0.08 0.06 -0.01 0.08
N 0.96185 0.24472 -1.05816 -0.23 -0.13 0.05 0.00
C 0.77312 1.51600 -1.47257 0.14 0.05 0.03 -0.38
N -0.07764 2.33510 -0.85234 -0.04 0.00 0.04 0.23
H 2.67059 3.36287 -3.32506 0.00 -0.01 -0.01 0.10
H 1.17096 3.90237 -2.59437 0.00 -0.02 0.01 0.09
H 1.12655 3.08632 -4.16766 0.00 0.00 0.00 0.10
H 3.39386 0.92553 -2.83187 0.02 0.02 -0.03 0.14
H 2.09679 0.31171 -3.89584 0.00 0.00 0.00 0.15
H -0.16619 2.10755 0.14388 -0.04 -0.02 -0.08 0.02
H -0.04267 3.31963 -1.06860 -0.01 -0.02 -0.01 0.12
C -3.88153 -1.19319 0.76748 0.04 0.00 0.03 -0.35
Te -2.25078 0.19164 0.76811 0.03 0.11 -0.18 1.64
C -3.13915 0.76468 -1.09179 0.06 -0.02 0.05 -0.34
C -4.60911 0.58648 -0.80974 0.01 -0.02 0.02 -0.30
C -5.58180 1.35335 -1.43596 -0.01 -0.01 -0.02 -0.02
C -6.92127 1.14940 -1.13564 0.01 0.00 0.00 -0.05
C -7.28881 0.19082 -0.20213 0.00 0.00 0.00 -0.05
C -6.31953 -0.57027 0.43532 -0.02 -0.02 0.00 -0.02
C -4.97961 -0.37906 0.12835 0.00 0.03 -0.04 -0.30
H -4.11080 -1.49193 1.78830 -0.01 0.00 0.00 0.07
H -3.61871 -2.06116 0.17296 0.03 -0.06 0.00 0.03
H -2.75874 0.09878 -1.86512 -0.03 0.02 0.01 0.04
H -2.85872 1.78835 -1.32115 0.00 0.03 -0.01 0.06
H -5.29573 2.11368 -2.15232 0.00 0.00 0.00 0.12
H -7.67906 1.74981 -1.62024 0.01 0.00 0.00 0.12
H -8.33244 0.04451 0.04062 0.00 0.00 0.00 0.12
H -6.60849 -1.30809 1.17374 0.00 0.00 0.00 0.12
O 0.32682 0.88777 1.49691 0.05 -0.05 0.01 -0.61
Si 1.46747 1.90995 2.11261 -0.07 -0.02 -0.23 0.49
C 2.90427 2.07623 0.90016 0.00 -0.01 0.03 -0.22
C 3.18360 3.27039 0.22996 0.00 0.03 0.00 -0.09
C 4.24758 3.37202 -0.66059 0.02 -0.02 -0.01 -0.08
C 5.05931 2.27275 -0.90400 -0.03 0.00 0.01 -0.08
C 4.79515 1.06873 -0.25965 -0.01 0.01 -0.02 -0.07
C 3.73077 0.97935 0.62560 0.01 -0.04 -0.01 -0.11
C 2.09499 1.30629 3.75971 0.02 0.06 0.06 -0.26
C 1.16476 1.06902 4.78003 -0.02 -0.01 -0.02 -0.10
C 1.56435 0.59952 6.02100 0.03 0.00 0.01 -0.07
C 2.91307 0.37091 6.27046 -0.01 -0.01 -0.02 -0.06
C 3.85381 0.62591 5.28350 -0.01 0.00 0.03 -0.06
C 3.44745 1.09213 4.03911 -0.04 -0.01 0.01 -0.09
C 0.64196 3.57672 2.31085 0.14 0.05 0.08 -0.24
C 1.42569 4.63436 2.78893 0.01 0.00 0.01 -0.09
C 0.89711 5.90366 2.96628 -0.02 -0.01 -0.01 -0.06
C -0.43923 6.14385 2.67222 0.00 -0.04 -0.02 -0.07
C -1.24067 5.10755 2.21417 0.02 0.06 0.02 -0.07
C -0.70042 3.83952 2.04018 -0.05 -0.04 -0.01 -0.11
H 2.57779 4.15033 0.42071 0.00 -0.02 0.01 0.10
H 4.45944 4.31902 -1.14224 0.00 -0.01 0.00 0.11
H 5.90457 2.35651 -1.57569 -0.01 0.00 0.00 0.11
H 5.42643 0.20672 -0.43758 0.00 0.01 0.00 0.12
H 3.55442 0.02759 1.12072 0.01 0.05 -0.02 0.09
H 0.11125 1.27752 4.61013 0.01 0.00 -0.01 0.11
H 0.83368 0.42945 6.80118 0.00 0.00 0.00 0.11
H 3.22945 0.00894 7.23984 0.00 0.01 0.00 0.11
H 4.90559 0.47279 5.48757 0.00 -0.01 -0.01 0.11
H 4.19582 1.29600 3.28255 0.01 0.01 0.00 0.10
H 2.46990 4.46401 3.03525 -0.01 0.00 0.00 0.11
H 1.52323 6.70350 3.33936 -0.01 0.00 0.00 0.11
H -0.85541 7.13285 2.81101 -0.01 -0.01 0.00 0.11
H -2.28848 5.28487 2.00729 0.00 0.00 0.00 0.11
H -1.35781 3.03699 1.71793 0.00 -0.02 0.00 0.05
```
Positions in Å, forces in eV/Å.

---

[2]
Density functional theory data (the ωB97M-V functional and the def2-TZVPD basis) for C42H51N6OOsSSi2 as an isolated structure at a distorted geometry.

Properties
net charge: -1
HOMO-LUMO gap: 4.5 eV

```
104
Properties=species:S:1:pos:R:3:forces:R:3:lowdin_charge:R:1
Os -0.11252 -0.09070 -0.10090 -1.02 -0.21 -0.40 1.26
C -1.90120 2.00221 2.97433 -0.30 0.13 0.04 -0.18
Si -1.29466 0.22526 3.02788 -0.18 0.05 -0.08 0.39
C -2.78042 -0.91597 2.72121 -0.10 -0.05 -0.10 -0.17
C -1.13863 -0.05178 4.89373 -0.05 -0.10 0.28 -0.21
N 0.04367 -0.07400 2.01008 0.75 -0.30 0.36 -0.21
C 1.38404 -0.10704 2.44761 -0.36 0.09 -0.04 -0.30
C 1.77505 -0.10947 3.79504 -0.14 -0.03 0.14 -0.07
C 3.10463 -0.10877 4.21549 -0.18 -0.01 -0.04 -0.15
C 4.10263 -0.09317 3.26508 0.03 0.02 -0.17 -0.15
C 3.74352 -0.08870 1.91795 0.03 -0.03 -0.09 -0.09
C 2.41544 -0.11210 1.46031 0.01 0.09 -0.38 -0.30
N 2.05179 -0.13042 0.09933 0.27 -0.22 0.60 -0.21
Si 3.26669 -0.00534 -1.09205 0.03 0.21 0.04 0.36
C 2.65555 -0.06750 -2.86204 -0.07 -0.01 -0.20 -0.16
C 4.19400 1.62862 -0.99484 0.19 0.16 -0.07 -0.17
C 4.53136 -1.42268 -1.09728 0.16 -0.15 -0.02 -0.18
H -2.93070 2.06218 3.36151 0.18 0.02 -0.05 0.03
H -1.88068 2.40940 1.96494 -0.09 0.00 0.03 0.00
H -1.26855 2.62804 3.61641 -0.05 -0.04 -0.10 0.03
H -3.66075 -0.50492 3.23509 0.13 -0.06 -0.06 0.03
H -2.58016 -1.90219 3.16027 0.00 0.05 -0.05 0.01
H -3.03672 -1.04327 1.67053 -0.02 -0.06 0.00 -0.01
H -2.15392 0.04834 5.30241 0.10 -0.01 -0.03 0.03
H -0.50847 0.69274 5.38877 -0.13 -0.06 0.00 0.02
H -0.76783 -1.04910 5.15848 -0.06 0.11 -0.01 0.03
H 1.00668 -0.11387 4.55650 0.33 -0.04 -0.21 0.04
H 3.34093 -0.11354 5.27541 -0.05 0.00 -0.06 0.08
H 5.14950 -0.07612 3.55235 -0.04 0.00 -0.06 0.08
H 4.54133 -0.05855 1.18854 0.00 0.00 0.03 0.05
H 2.03800 0.79712 -3.12790 0.26 -0.17 0.00 0.02
H 2.09643 -0.98141 -3.09160 0.23 0.16 0.02 0.02
H 3.54378 -0.05010 -3.50542 -0.04 -0.01 0.06 0.04
H 3.45839 2.44272 -0.98243 0.07 -0.08 -0.01 0.03
H 4.84282 1.76546 -1.87131 -0.07 0.00 0.12 0.02
H 4.80774 1.72588 -0.09647 -0.04 0.03 -0.05 0.02
H 4.02656 -2.39014 -1.22072 0.12 0.10 -0.04 0.01
H 5.14036 -1.49127 -0.19402 -0.03 -0.02 -0.05 0.01
H 5.20819 -1.30219 -1.95442 -0.08 -0.01 0.11 0.02
C -1.51918 -4.91437 -5.17319 -0.02 0.01 0.01 -0.05
C -0.27826 -4.35295 -4.46401 -0.02 0.02 -0.02 -0.56
C -0.25738 -4.90041 -3.03484 0.00 0.01 0.03 -0.07
C 0.98510 -4.83975 -5.18684 0.04 0.00 -0.03 -0.05
C -0.31520 -2.82271 -4.48656 0.01 -0.05 -0.04 -0.16
C -0.42357 -2.14385 -5.71748 0.01 0.03 0.07 -0.04
C -0.46433 -0.76405 -5.78007 0.00 -0.05 0.05 -0.07
C -0.39404 -0.04662 -4.58978 -0.02 0.18 -0.14 -0.47
S -0.41779 1.66508 -4.32230 -0.03 0.24 -0.13 1.10
C -0.24415 1.39470 -2.60972 -0.12 0.84 -0.18 -0.54
N -0.17648 0.14581 -2.26976 0.02 -0.68 0.30 -0.05
C -0.26377 -0.69259 -3.36806 -0.24 -0.19 0.17 -0.32
C -0.22730 -2.08205 -3.32215 -0.03 -0.26 0.18 0.02
C -0.12297 2.42699 -1.60889 0.01 0.07 0.11 -0.25
C -0.07613 3.79204 -1.92088 0.03 0.00 -0.12 -0.08
C 0.13744 4.70507 -0.91496 0.02 0.05 0.10 -0.12
C 0.32394 4.23964 0.39924 0.01 0.13 -0.10 -0.09
C 0.26233 2.89712 0.70275 0.08 -0.08 -0.13 -0.10
C -0.00132 1.92266 -0.28707 -0.19 -0.05 -0.04 -0.22
H -1.50524 -6.00808 -5.14222 -0.01 0.05 -0.01 0.08
H -1.56333 -4.60804 -6.22055 0.01 -0.01 0.05 0.07
H -2.43194 -4.56749 -4.68113 0.04 -0.02 -0.03 0.09
H -0.26398 -5.99408 -3.06440 0.00 0.04 0.00 0.09
H -1.13550 -4.57271 -2.46782 0.07 -0.03 -0.03 0.09
H 0.63606 -4.58156 -2.49114 -0.09 -0.04 -0.05 0.07
H 1.04057 -5.93305 -5.16110 0.00 0.06 -0.01 0.08
H 1.88055 -4.43592 -4.70703 -0.04 -0.03 -0.02 0.09
H 0.99230 -4.52324 -6.23314 0.00 -0.02 0.06 0.08
H -0.47559 -2.70493 -6.64374 0.00 0.00 0.05 0.10
H -0.54240 -0.25459 -6.73368 -0.01 -0.03 0.05 0.11
H -0.12300 -2.55056 -2.34985 0.00 0.09 -0.14 0.08
H -0.19516 4.12924 -2.94991 0.03 -0.03 0.09 0.09
H 0.18158 5.76516 -1.13720 0.00 -0.03 0.03 0.09
H 0.52182 4.95635 1.19212 -0.01 -0.02 -0.06 0.10
H 0.41886 2.57607 1.72683 0.03 -0.02 -0.10 0.08
C -4.24845 0.96054 -0.17183 0.21 0.02 0.01 -0.09
O -2.83966 0.94617 0.03841 -0.21 0.18 0.16 -0.18
C -2.04588 -0.08994 -0.34623 0.81 0.08 0.12 -0.43
C -2.80234 -1.09448 -1.18859 -0.01 -0.15 -0.01 -0.10
H -4.50748 0.85725 -1.22639 -0.01 0.00 -0.03 0.08
H -4.59037 1.92895 0.18536 0.01 0.02 0.01 0.09
H -4.74637 0.17624 0.40277 -0.01 -0.03 0.02 0.08
H -3.71285 -1.46977 -0.70451 0.06 0.02 -0.01 0.07
H -2.15365 -1.93486 -1.41988 -0.03 -0.02 -0.02 0.04
H -3.10980 -0.63762 -2.13906 0.03 -0.02 0.03 0.09
N -3.32575 -9.87694 3.21801 -0.23 -0.41 0.17 0.14
C -2.77903 -8.94764 2.83134 0.44 0.75 -0.27 -0.18
C -2.09126 -7.77279 2.33503 -0.28 -0.41 0.18 -0.24
C -1.01763 -7.90800 1.47103 0.35 -0.10 -0.27 -0.03
C -0.37802 -6.78844 0.96656 0.06 -0.39 -0.07 0.00
C -0.80558 -5.52126 1.32905 0.14 0.30 -0.18 -0.18
C -1.86374 -5.38119 2.21479 -0.28 -0.03 0.26 0.01
C -2.50659 -6.50384 2.70828 -0.14 0.35 0.13 -0.02
N -0.17595 -4.38553 0.78881 -0.11 -0.20 0.20 0.00
C 1.11451 -4.30587 0.27678 -0.29 0.03 0.12 -0.04
C 1.26271 -3.02743 -0.13390 0.11 0.18 -0.11 -0.10
N 0.09761 -2.31745 0.09639 0.36 0.51 -0.09 -0.04
C -0.73246 -3.13682 0.65744 -0.07 -0.50 0.07 -0.12
H -0.68837 -8.89862 1.18428 0.01 0.05 -0.03 0.12
H 0.44247 -6.90164 0.27150 -0.04 -0.03 -0.01 0.11
H -2.17359 -4.39632 2.53550 -0.02 0.00 0.02 0.11
H -3.33028 -6.39610 3.40177 0.01 0.04 -0.03 0.12
H 1.80266 -5.13353 0.29295 -0.07 0.05 0.02 0.12
H 2.12450 -2.54318 -0.56164 -0.13 0.02 0.11 0.07
H -1.73824 -2.89446 0.95446 0.00 0.00 0.05 0.12
```
Positions in Å, forces in eV/Å.